19
Properties=species:S:1:pos:R:3:mulliken_spin:R:1 method="wB97M-V/def2-TZVPD" spin_multiplicity=2 e_above_lowest_ev=0.632 gap_ha="0.1050 / 0.4348" homo_ev="1.475 / -7.567" e_tot_ha=-198.80933 charge=-1
C 3.220 -0.712 -0.463 1.03
C 2.983 0.735 -0.957 0.92
H 2.375 -1.394 -0.446 -0.50
H 3.924 -1.175 -1.156 -0.09
H 3.712 -0.593 0.498 -0.19
H 2.031 0.732 -1.560 -0.22
H 2.853 1.442 -0.133 -0.39
H 3.815 1.093 -1.611 -0.07
C -2.301 0.402 0.813 0.20
C -1.945 -0.929 1.442 1.08
C -2.252 0.561 -0.719 0.86
H -1.630 1.200 1.151 -0.25
H -3.319 0.688 1.123 -0.15
H -1.001 -1.273 0.997 0.04
H -1.555 -0.881 2.464 -0.50
H -1.420 0.018 -1.152 -0.29
H -2.362 1.599 -1.012 -0.11
H -2.554 -1.792 1.118 -0.25
H -3.174 0.064 -1.041 -0.12

=====

136
Properties=species:S:1:pos:R:3:mulliken_charge:R:1 method="wB97M-V/def2-TZVPD" spin_multiplicity=1 gap_ha=0.2912 homo_ev=-5.994 e_tot_ha=-5564.86226 charge=-1
C 2.127 -1.577 3.986 -0.82
C 2.163 -0.074 4.156 -0.50
C 1.167 0.530 5.118 -0.29
Cl 0.859 -0.495 6.526 -0.20
S -0.357 1.074 4.250 1.11
O -0.367 0.464 2.965 -0.48
O -0.173 2.487 4.252 -0.81
N -1.632 0.795 5.146 -0.40
S -2.222 -0.661 5.171 0.73
O -1.466 -1.658 4.512 -0.52
O -2.706 -0.939 6.471 -0.51
S -4.065 -0.488 4.190 -0.29
H 2.828 -1.844 3.216 -0.01
H 2.427 -2.040 4.915 0.51
H 1.154 -1.942 3.688 0.32
H 2.095 0.414 3.194 -0.08
H 3.140 0.176 4.562 0.49
H 1.558 1.444 5.525 0.53
H -3.715 -0.553 2.909 0.08
C -0.084 3.066 -1.947 -1.61
C 0.226 1.686 -1.444 0.80
C -0.706 1.130 -0.393 -0.45
O 0.148 0.189 0.280 -0.23
C 1.399 0.646 0.188 0.76
O 2.331 0.222 0.804 -0.66
O 1.481 1.657 -0.713 -0.44
H 0.742 3.454 -2.540 0.40
H -0.978 3.039 -2.566 0.46
H -0.247 3.754 -1.115 0.35
H 0.319 0.985 -2.278 0.16
H -1.578 0.634 -0.794 0.13
H -1.009 1.881 0.343 0.37
C 4.990 -3.256 -1.346 -1.44
C 4.404 -2.414 -2.445 0.55
C 3.594 -1.229 -1.980 -0.40
O 2.711 -1.026 -3.108 -0.28
C 2.528 -2.224 -3.690 0.61
O 1.711 -2.457 -4.526 -0.61
O 3.400 -3.136 -3.200 -0.42
H 5.378 -4.193 -1.747 0.45
H 5.805 -2.722 -0.855 0.41
H 4.232 -3.497 -0.605 0.23
H 5.177 -2.103 -3.155 0.27
H 4.177 -0.336 -1.780 0.40
H 2.985 -1.464 -1.106 0.15
C -6.630 2.816 6.517 -1.48
C -5.435 3.323 5.758 0.58
C -5.388 4.812 5.506 -0.49
O -4.566 4.880 4.330 -0.33
C -4.743 3.719 3.650 0.65
O -4.368 3.533 2.538 -0.56
O -5.418 2.832 4.400 -0.30
H -6.668 1.730 6.473 0.34
H -6.563 3.119 7.561 0.39
H -7.559 3.203 6.093 0.35
H -4.513 2.982 6.234 0.26
H -4.950 5.390 6.314 0.31
H -6.374 5.213 5.254 0.30
C -0.375 9.413 -2.712 -1.46
C -0.294 7.911 -2.712 0.56
C 0.955 7.310 -2.109 -0.52
O 1.011 6.039 -2.770 -0.28
C 0.432 6.188 -3.987 0.66
O 0.482 5.395 -4.867 -0.53
O -0.215 7.382 -4.053 -0.38
H -1.204 9.750 -3.333 0.36
H -0.530 9.778 -1.698 0.38
H 0.540 9.854 -3.111 0.34
H -1.184 7.482 -2.245 0.27
H 0.908 7.176 -1.032 0.33
H 1.852 7.874 -2.373 0.28
C -3.783 -1.980 9.218 -1.43
C -4.166 -1.259 10.480 0.61
C -5.485 -1.662 11.098 -0.53
O -5.837 -0.484 11.845 -0.33
C -5.284 0.576 11.196 0.65
O -5.545 1.712 11.431 -0.56
O -4.414 0.152 10.259 -0.30
H -2.933 -1.508 8.730 0.37
H -3.522 -3.013 9.449 0.40
H -4.601 -1.974 8.497 0.30
H -3.364 -1.332 11.220 0.23
H -5.423 -2.525 11.756 0.31
H -6.253 -1.828 10.340 0.33
C 1.603 -4.270 -7.197 -1.13
C 1.651 -5.768 -7.160 0.61
C 2.869 -6.372 -6.502 -0.50
O 2.926 -7.669 -7.130 -0.36
C 2.384 -7.543 -8.365 0.64
O 2.449 -8.367 -9.219 -0.55
O 1.762 -6.349 -8.486 -0.38
H 0.803 -3.933 -7.855 0.33
H 1.424 -3.870 -6.201 0.35
H 2.537 -3.852 -7.577 0.19
H 0.739 -6.170 -6.710 0.24
H 2.790 -6.471 -5.424 0.30
H 3.781 -5.830 -6.758 0.33
C -7.217 1.230 -1.788 -1.48
C -5.775 1.509 -1.467 0.46
C -5.292 2.915 -1.734 -0.54
O -3.883 2.704 -1.923 -0.19
C -3.726 1.454 -2.412 0.62
O -2.703 1.025 -2.842 -0.51
O -4.881 0.762 -2.330 -0.38
H -7.415 0.160 -1.748 0.36
H -7.859 1.730 -1.063 0.38
H -7.474 1.579 -2.790 0.35
H -5.549 1.225 -0.441 0.33
H -5.467 3.605 -0.917 0.31
H -5.702 3.319 -2.665 0.31
C 7.579 -2.659 4.051 -1.51
C 6.412 -3.548 3.722 0.54
C 6.696 -4.714 2.801 -0.56
O 5.403 -4.954 2.229 -0.33
C 4.739 -3.764 2.216 0.65
O 3.726 -3.558 1.640 -0.47
O 5.414 -2.849 2.955 -0.26
H 7.236 -1.754 4.550 0.37
H 8.271 -3.180 4.712 0.39
H 8.110 -2.359 3.147 0.34
H 5.930 -3.898 4.640 0.29
H 7.062 -5.604 3.305 0.30
H 7.381 -4.437 1.995 0.27
C 1.326 -1.271 -9.681 -1.44
C 2.765 -1.186 -10.110 0.50
C 3.054 -1.516 -11.557 -0.50
O 4.428 -1.932 -11.491 -0.34
C 4.630 -2.463 -10.256 0.60
O 5.589 -3.080 -9.932 -0.53
O 3.574 -2.185 -9.453 -0.24
H 1.248 -1.211 -8.597 0.34
H 0.758 -0.449 -10.115 0.43
H 0.880 -2.215 -9.996 0.32
H 3.181 -0.209 -9.851 0.25
H 2.941 -0.677 -12.237 0.31
H 2.458 -2.362 -11.909 0.31